ORCA calculation (ωB97M-V/def2-TZVPD) on Cl2HNOS in the gas phase.

```
! RIJCOSX wB97M-V def2-TZVPD def2/J DEFGRID3
* xyz 0 1
N 1.359 -0.076 -0.414
O -0.825 0.485 -1.537
S -0.128 0.110 -0.378
Cl -1.192 -1.800 0.632
Cl -0.838 1.558 1.118
H 1.624 -0.277 0.579
*
```

Output
SMILES ... N=S(=O)(Cl)Cl
Total energy ... -39431.4532 eV
Energy above the lowest of the compared OMol25 structures with the same formula, charge and spin ... 0.585 eV
LUMO ... -3.02 eV
Orbital gap ... 8.50 eV

Charges per atom according to Mulliken partitioning, unit e:
1 N -0.36
2 O -0.34
3 S 0.69
4 Cl -0.20
5 Cl -0.11
6 H 0.32